Formula: C3H8N2O
Source: OMol25
Level of theory: ωB97M-V/def2-TZVPD

Each line ends with the Mulliken charge.
Cartesian coordinates (Å):
C (-2.334, -0.178, -0.064)  -0.644
N (-1.014, 0.352, 0.064)  -0.353
C (-0.092, -0.519, 0.125)  0.045
N (1.210, -0.117, 0.464)  0.061
C (1.494, 1.201, -0.051)  -0.690
O (2.028, -0.957, -0.251)  -0.486
H (-3.091, 0.531, -0.629)  0.234
H (-2.654, -0.358, 1.145)  0.227
H (-2.287, -1.217, -0.650)  0.237
H (-0.283, -1.671, 0.067)  0.217
H (0.923, 1.355, -1.075)  0.255
H (2.620, 1.280, -0.122)  0.279
H (0.940, 1.927, 0.611)  0.280
H (2.540, -1.627, 0.366)  0.339

Properties
**Molar mass**: 88.1 g mol⁻¹
**HOMO-LUMO gap**: 9.949 eV
**Energy relative to the best compared isomer or geometry (same formula, charge and spin)**: 4.534 eV
**Structure (SMILES)**: C/N=C/N(C)O
**E_HOMO**: -9.13 eV